i.
ORCA calculation (ωB97M-V with the def2-TZVPD basis set) on a single C15H19N3O4S2 molecule.

SMILES: CCN(CC)S(=O)(=O)c1ccc(-c2nnc(SCC(C)=O)o2)cc1
2S+1: 1
lowest unoccupied orbital energy: -0.21 eV
gap between HOMO and LUMO: 8.522 eV

Element x y z (Å)
1 C 4.9024 -2.2494 -0.4442
2 C 3.9460 -1.2097 -1.0250
3 N 4.1421 0.1478 -0.5717
4 C 5.3053 0.9080 -0.9828
5 C 6.5317 0.7267 -0.0921
6 S 3.5064 0.4943 0.9271
7 O 3.8228 -0.5096 1.9060
8 O 3.8241 1.8574 1.2292
9 C 1.7500 0.3835 0.5666
10 C 0.9632 -0.5437 1.2232
11 C -0.3898 -0.6084 0.9441
12 C -0.9406 0.2631 0.0042
13 C -2.3501 0.2122 -0.3031
14 N -2.9914 0.9286 -1.1758
15 N -4.2778 0.5614 -1.1453
16 C -4.3734 -0.3701 -0.2439
17 S -5.7744 -1.2586 0.2156
18 C -7.0476 -0.2027 -0.5690
19 C -7.4993 0.8260 0.4583
20 C -8.4190 0.2748 1.5111
21 O -7.1253 1.9652 0.4180
22 O -3.1909 -0.6518 0.3349
23 C -0.1363 1.2001 -0.6502
24 C 1.2129 1.2570 -0.3631
25 H 5.9055 -2.1256 -0.8428
26 H 4.5531 -3.2466 -0.7011
27 H 4.9288 -2.1502 0.6373
28 H 4.0038 -1.2087 -2.1189
29 H 2.9212 -1.4676 -0.7411
30 H 5.0047 1.9584 -0.9498
31 H 5.5295 0.6374 -2.0182
32 H 7.3158 1.4103 -0.4090
33 H 6.9150 -0.2882 -0.1359
34 H 6.2606 0.9541 0.9354
35 H 1.4269 -1.1973 1.9453
36 H -1.0220 -1.3246 1.4463
37 H -7.8577 -0.8693 -0.8582
38 H -6.5822 0.2716 -1.4314
39 H -8.5350 0.9892 2.3213
40 H -9.3934 0.0877 1.0623
41 H -8.0359 -0.6685 1.8935
42 H -0.5925 1.8639 -1.3668
43 H 1.8626 1.9721 -0.8408



ii.
ORCA calculation (ωB97M-V with the def2-TZVPD basis set) on a single C15H19N3O4S2 molecule.

SMILES: CCOCCc1nnc(NC(=O)CS(=O)(=O)Cc2ccccc2)s1
2S+1: 1
lowest unoccupied orbital energy: 0.57 eV
gap between HOMO and LUMO: 9.469 eV

Element x y z (Å)
1 C 3.7220 2.3401 0.9510
2 C 3.8976 0.8333 0.8423
3 O 3.4480 0.4194 -0.4356
4 C 3.9171 -0.8292 -0.8634
5 C 3.3579 -2.0332 -0.0763
6 C 1.8797 -2.0881 -0.1774
7 N 1.2499 -2.5775 -1.1847
8 N -0.0701 -2.5025 -1.0956
9 C -0.4724 -1.9421 -0.0049
10 N -1.7927 -1.7530 0.3006
11 C -2.1865 -1.0453 1.3929
12 O -1.4094 -0.6090 2.2140
13 C -3.6823 -0.8961 1.5220
14 S -4.5450 -0.4554 -0.0369
15 O -5.9478 -0.4091 0.2595
16 O -4.1137 -1.3985 -1.0407
17 C -3.9975 1.2275 -0.4990
18 C -2.5199 1.2538 -0.6567
19 C -1.7099 1.8061 0.3292
20 C -0.3332 1.7860 0.1937
21 C 0.2507 1.2137 -0.9242
22 C -0.5523 0.6605 -1.9097
23 C -1.9294 0.6818 -1.7798
24 S 0.8148 -1.4359 1.0609
25 H 4.3051 2.8395 0.1819
26 H 2.6771 2.6020 0.8141
27 H 4.0509 2.6815 1.9285
28 H 3.3188 0.3311 1.6309
29 H 4.9580 0.5664 0.9651
30 H 3.6038 -0.9121 -1.9068
31 H 5.0166 -0.8608 -0.8116
32 H 3.7777 -2.9396 -0.5138
33 H 3.6554 -1.9663 0.9704
34 H -2.4805 -1.9852 -0.4205
35 H -3.9278 -0.1462 2.2692
36 H -4.1341 -1.8467 1.8034
37 H -4.5275 1.4307 -1.4272
38 H -4.3620 1.8777 0.2911
39 H -2.1568 2.2522 1.2059
40 H 0.2818 2.2068 0.9742
41 H 1.3259 1.1812 -1.0185
42 H -0.1036 0.2016 -2.7772
43 H -2.5542 0.2391 -2.5403



The most stable of them is ii.



i.
ORCA calculation (ωB97M-V with the def2-TZVPD basis set) on a 15-piece molecular cluster, C4H38N2O15 overall.

2S+1: 1
lowest unoccupied orbital energy: 0.13 eV
gap between HOMO and LUMO: 9.211 eV

Element x y z (Å)
1 O 1.0028 3.7812 -1.8261
2 C 0.3715 3.5607 -0.8213
3 C 0.9003 2.8670 0.4436
4 C 2.2575 3.6167 0.7505
5 N 1.0784 1.4981 0.0604
6 C -0.1749 0.7388 -0.0309
7 N -0.0394 -0.5557 0.6812
8 H -0.7152 3.7324 -0.9202
9 H 0.2410 2.9727 1.2996
10 H 2.2906 4.4751 0.0934
11 H 2.2807 3.9379 1.7850
12 H 3.1036 2.9778 0.5106
13 H 1.6713 1.2013 -0.7049
14 H -0.4123 0.5020 -1.0604
15 H -0.9632 1.3151 0.4544
16 H -0.2309 -0.4004 1.6632
17 H -0.8611 -1.0843 0.3989
18 H -2.3688 -2.6702 0.9503
19 H -1.6351 -3.6983 1.9511
20 O -1.5668 -2.8713 1.4684
21 H -1.7406 -1.1417 -3.2977
22 H -1.7013 0.4460 -2.7880
23 O -2.0305 -0.4483 -2.7228
24 H 3.2801 -3.0133 2.0706
25 H 2.9415 -2.6842 0.5714
26 O 3.6445 -2.9664 1.1881
27 H -3.4687 1.0900 2.5018
28 H -3.8068 1.4279 1.0121
29 O -3.1439 1.0385 1.5962
30 H -3.5927 0.3982 -1.9267
31 H -3.4602 1.8509 -2.0545
32 O -4.0895 1.2071 -1.7000
33 H -3.0390 -0.5017 0.3595
34 H -4.2677 -1.2266 0.4039
35 O -3.3732 -1.3726 0.0764
36 H -1.6259 0.0706 3.0934
37 H -2.2574 -1.1286 3.9319
38 O -2.2689 -0.1870 3.7521
39 H 1.0615 -0.3229 -2.2749
40 H 1.7621 0.3085 -3.3740
41 O 0.8877 0.3036 -2.9941
42 H -0.2262 -2.7764 2.8632
43 H 0.9939 -2.7299 3.7566
44 O 0.1173 -3.1149 3.6926
45 H -0.7726 3.0764 -3.2188
46 H -0.4857 1.7748 -2.7472
47 O -1.2651 2.3622 -2.7864
48 H 3.6856 -0.5312 -1.3410
49 H 3.9923 0.9337 -1.9322
50 O 3.3430 0.2465 -1.7911
51 H 0.0484 -3.9713 -0.9099
52 H 1.3835 -4.5505 -0.7220
53 O 0.7956 -4.2835 -1.4442
54 H 1.8737 -1.2858 0.2123
55 H 1.1388 -2.3266 -0.6468
56 O 1.9594 -1.8519 -0.5552
57 H 3.4346 0.0153 2.7654
58 H 2.2443 0.3547 1.9862
59 O 2.5327 -0.3070 2.6409



ii.
ORCA calculation (ωB97M-V with the def2-TZVPD basis set) on a 15-piece molecular cluster, C4H38N2O15 overall.

2S+1: 1
lowest unoccupied orbital energy: 0.13 eV
gap between HOMO and LUMO: 9.600 eV

Element x y z (Å)
1 C -2.2527 -0.3498 1.1433
2 N -1.4444 -0.3471 0.1227
3 C 0.0336 -0.2992 0.2717
4 C 0.8095 -0.8363 -0.9348
5 N 1.6138 0.2340 -1.5864
6 C 3.0462 0.0447 -1.4552
7 O -1.8217 -0.0585 2.2807
8 H -3.3135 -0.5851 1.2373
9 H -1.6906 -0.6977 -0.8192
10 H 0.3135 0.7345 0.5086
11 H 0.3722 -0.8160 1.1815
12 H 0.1994 -1.2652 -1.7181
13 H 1.5145 -1.5930 -0.5796
14 H 1.2971 0.3593 -2.5454
15 H 3.6024 -0.3531 -2.3233
16 H 3.5628 0.9947 -1.1201
17 H 3.3888 -0.7441 -0.7719
18 H 1.9885 -3.7908 -2.2534
19 H 1.6416 -4.5982 -1.1129
20 O 2.4361 -4.3475 -1.5989
21 H -0.9695 1.3520 2.6737
22 H 0.5382 1.8315 2.3891
23 O -0.3951 2.1264 2.5021
24 H -4.2994 0.8296 -3.2536
25 H -2.9152 1.3244 -3.7871
26 O -3.4353 0.5165 -3.5466
27 H 0.5255 2.3350 -1.4713
28 H -0.0474 3.2294 -0.3349
29 O 0.7797 3.0234 -0.8303
30 H -1.0860 2.7478 1.2441
31 H -1.4300 4.1878 1.3048
32 O -1.4179 3.5220 0.6042
33 H 2.8310 1.1761 0.2722
34 H 2.5019 2.7059 0.2418
35 O 3.1030 2.0341 0.6141
36 H 1.6459 -2.1522 3.5980
37 H 1.9898 -1.0754 2.5663
38 O 2.2161 -1.9826 2.8414
39 H -2.1978 3.1997 -2.9740
40 H -1.1563 3.0162 -4.1861
41 O -1.9194 2.6341 -3.7318
42 H -3.6548 3.4624 -1.1711
43 H -2.1582 3.9093 -0.8676
44 O -2.8928 3.9050 -1.5520
45 H -0.4349 -2.8131 -2.8813
46 H -0.5586 -4.0311 -2.0357
47 O -0.0083 -3.6692 -2.7451
48 H 0.3020 -3.5739 2.3861
49 H -0.6807 -2.2668 2.5038
50 O -0.4109 -3.0555 2.0062
51 H -2.2349 -3.8653 -0.3370
52 H -0.9050 -3.1396 0.0811
53 O -1.6324 -3.1489 -0.5665
54 H -0.3564 -0.3269 3.6038
55 H -0.9594 -1.1913 4.7452
56 O -0.1725 -1.0709 4.2040
57 H 2.1375 0.6638 3.4375
58 H 2.5662 1.2490 2.0226
59 O 1.8945 0.6956 2.5032



The most stable of them is ii.



i.
ORCA calculation (ωB97M-V with the def2-TZVPD basis set) on a 2-piece molecular cluster, H4N5 overall.

2S+1: 1
lowest unoccupied orbital energy: -4.54 eV
gap between HOMO and LUMO: 12.545 eV
total charge: +1

Element x y z (Å)
1 N 3.8080 0.2592 -0.1244
2 N 2.7298 0.1135 0.0054
3 N 0.0565 0.3192 0.2186
4 N -1.9037 -0.5781 -0.1529
5 N -0.7451 -0.5889 0.2114
6 H 1.0141 0.1961 0.5532
7 H 0.0390 1.3503 -0.2080
8 H -2.4990 -1.3442 0.0865
9 H -2.4997 0.2729 -0.5898



ii.
ORCA calculation (ωB97M-V with the def2-TZVPD basis set) on a 2-piece molecular cluster, H4N5 overall.

2S+1: 1
lowest unoccupied orbital energy: -5.61 eV
gap between HOMO and LUMO: 11.304 eV
total charge: +1

Element x y z (Å)
1 N 2.5774 -0.3634 -0.0893
2 N 1.7826 0.4299 -0.0745
3 N -0.8786 1.0408 0.0125
4 N -0.3912 -1.1199 0.1248
5 N -0.1895 0.0917 0.4939
6 H -0.6337 1.9223 0.4663
7 H -1.4931 0.9816 -0.8074
8 H 0.4236 -1.7225 0.4301
9 H -1.1977 -1.2605 -0.5565



iii.
ORCA calculation (ωB97M-V with the def2-TZVPD basis set) on a 2-piece molecular cluster, H4N5 overall.

2S+1: 1
lowest unoccupied orbital energy: -5.03 eV
gap between HOMO and LUMO: 11.748 eV
total charge: +1

Element x y z (Å)
1 N -0.8277 -3.2101 1.9725
2 N -0.6063 -2.3157 1.3805
3 N 0.0809 -0.2690 -0.3208
4 N 0.4428 1.8506 -0.5705
5 N 0.3349 0.8496 0.2158
6 H -0.0377 -1.0972 0.4253
7 H -0.0676 -0.2460 -1.3917
8 H 0.3878 2.7006 -0.0565
9 H 0.2929 1.7373 -1.6546



The most stable of them is iii.



i.
ORCA calculation (ωB97M-V with the def2-TZVPD basis set) on C8H17NO as an isolated structure.

2S+1: 1
lowest unoccupied orbital energy: 0.76 eV
gap between HOMO and LUMO: 8.045 eV

Element x y z (Å)
1 C -0.7328 1.6958 0.1048
2 C -1.4266 0.4121 0.7916
3 C 0.2036 2.4879 0.9902
4 C -0.3709 1.5711 -1.2933
5 C -2.0530 -0.7238 0.0287
6 O -2.0666 1.6556 0.5425
7 H -1.2433 0.2221 1.8503
8 H 1.2403 2.2081 0.8160
9 H 0.1112 3.5482 0.7574
10 H -0.0252 2.3391 2.0429
11 H 0.5439 0.4832 -1.1711
12 H 0.1339 2.4381 -1.7187
13 H -1.1708 1.2479 -1.9503
14 H -1.4792 -1.6349 0.0954
15 H -2.1654 -0.4831 -1.0347
16 H -3.0511 -0.9270 0.4200
17 C 1.3371 -1.8838 -1.4979
18 N 0.7377 -1.9165 1.4082
19 C 1.1937 -0.7912 0.7729
20 C 1.4303 -0.6692 -0.5976
21 H 0.6174 -1.8987 2.4078
22 H 0.5049 -2.7249 0.8470
23 H 1.5074 -0.0037 1.4416
24 H 2.3093 -0.0656 -0.8143
25 H 1.9226 -1.7302 -2.4078
26 H 1.6913 -2.8072 -1.0309
27 H 0.3002 -2.0492 -1.8009



ii.
ORCA calculation (ωB97M-V with the def2-TZVPD basis set) on a single C8H17NO molecule.

SMILES: CC1(C)C[C@H]1[C@](C)(O)CN
2S+1: 1
lowest unoccupied orbital energy: 0.77 eV
gap between HOMO and LUMO: 9.196 eV

Element x y z (Å)
1 C 0.4196 -0.1086 -2.8805
2 C -0.2134 -0.3287 -1.5276
3 C -0.7041 -1.7407 -1.3314
4 C -1.1621 0.8708 -0.7590
5 C 0.2514 0.5441 -0.4117
6 C 0.5756 0.1368 1.0158
7 C 2.0342 0.4211 1.3498
8 O 0.2426 -1.1860 1.3575
9 C -0.5118 1.1184 1.9936
10 N -1.6020 0.3913 2.5731
11 H 1.3093 -0.7342 -2.9992
12 H -0.2735 -0.3743 -3.6804
13 H 0.7237 0.9277 -3.0181
14 H 0.1195 -2.4569 -1.4119
15 H -1.4304 -1.9931 -2.1066
16 H -1.2011 -1.8682 -0.3747
17 H -1.3639 1.7630 -1.3366
18 H -2.0004 0.4365 -0.2355
19 H 0.9461 1.3158 -0.7346
20 H 2.2786 1.4650 1.1670
21 H 2.7050 -0.1992 0.7481
22 H 2.2187 0.2078 2.4036
23 H 0.9435 -1.7756 1.0580
24 H 0.1593 1.4274 2.7966
25 H -0.8653 2.0450 1.5445
26 H -1.2745 -0.5074 2.9122
27 H -2.3242 0.2020 1.8880



The most stable of them is ii.